Formula: C20H21FN6O3
Source: the Open Molecules 2025 dataset
Level of theory: wB97M-V/def2-TZVPD

Calculated values
**Total charge**: 0
**Frontier orbital gap**: 8.0 eV
**LUMO level**: -0.5130 eV
**Relative energy (zero: lowest compared OMol25 entry of this formula, charge and spin)**: 419.2 kcal per mole
**Total energy**: -38863.39114 eV
**Highest occupied orbital energy**: -0.3137 hartree

XYZ file:
```
51
Properties=species:S:1:pos:R:3:forces:R:3:mulliken_charge:R:1
C -9.361398 0.611197 0.851219 -1.57 -0.92 -7.63 -0.84
H -9.711280 1.553380 0.457250 -0.47 0.57 0.20 0.35
O -8.189426 0.350849 -0.109309 -8.67 -8.02 1.87 -0.36
C -7.309863 1.219932 -0.267989 5.32 -0.50 -2.05 -0.79
C -6.441341 1.276964 0.833729 -2.23 7.85 6.13 -0.37
H -5.786807 2.139469 0.802762 0.34 0.39 -0.31 0.37
H -7.152454 1.676267 1.996611 1.72 -0.98 -3.45 0.17
C -5.775542 0.186486 1.264860 4.75 -6.28 5.22 -0.75
N -4.871696 -0.219256 0.269921 1.95 0.34 -0.89 -0.08
C -4.619240 -1.567551 -0.010273 4.28 12.05 -5.14 0.67
O -5.305801 -2.267727 0.486693 -6.14 -10.82 5.01 -0.48
C -3.752405 -1.614508 -1.262401 5.98 -8.15 8.91 -0.86
N -2.459352 -1.081810 -1.145526 0.49 5.10 1.18 0.66
N -2.481837 0.503070 -0.967429 -2.00 -3.79 -3.02 -0.25
N -1.301000 0.799967 -0.982002 1.74 -0.37 2.74 -0.37
C -0.591305 -0.322466 -0.668199 2.43 -2.99 -1.93 -0.31
N -1.235885 -1.549604 -0.852903 -1.84 4.58 0.04 -0.59
C 0.877545 -0.332365 -0.553436 -0.92 8.70 -1.33 0.68
C 1.703237 1.037986 -0.598528 -10.24 -1.00 2.12 -0.68
C 2.940320 0.999926 -0.267893 4.81 -1.26 -1.23 -0.58
C 3.635225 -0.249027 -0.424137 0.99 3.06 2.89 0.46
C 2.876516 -1.361731 -0.277010 10.02 -2.14 -2.56 -0.57
C 1.620424 -1.362179 -0.524915 -6.11 -7.38 0.61 -0.12
H 1.028829 -2.360561 -0.482836 1.31 1.39 -0.28 0.31
H 3.543270 -2.215998 -0.630603 -1.27 -0.02 1.40 0.24
N 5.151408 -0.285043 -0.200002 -14.21 0.07 -3.46 0.09
C 5.965808 0.530671 -0.049630 5.16 17.55 1.17 0.81
O 5.692417 2.053372 -0.081639 0.76 -7.42 -0.03 -0.74
C 7.313173 0.266827 0.192112 5.73 -1.57 -0.76 0.30
C 7.906500 -0.958516 0.612185 -3.15 3.91 -1.46 0.48
C 9.235033 -1.076015 0.603103 -1.13 -9.33 4.92 -0.39
C 10.109334 -0.240317 0.168827 6.33 4.47 -0.73 -0.29
C 9.727591 1.056218 -0.139383 -0.94 0.80 -1.59 -0.51
C 8.320595 1.140674 -0.278502 -0.43 4.20 0.58 -0.39
H 7.944213 2.159859 -0.590432 0.14 -1.42 0.19 0.29
H 10.448662 1.983034 -0.396861 -1.88 -2.61 0.51 0.27
H 11.224034 -0.413173 0.206179 -1.40 -0.31 0.14 0.30
H 9.535879 -2.130782 1.288940 -0.40 2.90 -2.56 0.12
F 6.999464 -1.861441 0.930556 0.08 -2.00 1.08 -0.33
H 5.310412 -1.123605 -0.073976 2.77 -10.47 1.43 -0.03
H 3.575720 1.812424 -0.147194 0.85 1.75 0.39 0.68
H 0.899781 1.924498 -0.337322 2.70 -1.77 -1.23 0.25
H -3.431638 -2.797759 -1.154778 -0.97 2.23 -0.73 0.34
H -4.217154 -1.603073 -2.064267 -4.16 1.20 -7.69 0.29
H -4.340270 0.531710 -0.130947 0.37 -0.19 -0.21 0.43
H -6.317031 -0.713126 1.493232 -1.12 -0.07 -0.13 0.41
H -5.144780 0.205389 2.380749 -1.68 0.88 -2.74 0.15
H -7.702105 2.065607 -0.470045 -2.54 6.85 -1.23 0.59
H -6.732171 1.004180 -1.188942 0.05 -0.30 0.09 0.33
H -10.279778 -0.118505 0.724593 2.55 0.96 0.04 0.23
H -9.073826 0.736178 1.765782 1.84 0.25 5.47 0.39
```
Forces are in eV/Å.